1.
Density functional theory data (ωB97M-V/def2-TZVPD) for one molecule with the formula C19H24N2O7 in a non-equilibrium geometry.

ORCA input file:
```
! wB97M-V def2-TZVPD RIJCOSX def2/J DEFGRID3
* xyz 0 1
C -1.789 5.388 -1.839
C -1.770 4.002 -1.215
O -1.006 3.166 -2.063
C -0.847 1.863 -1.727
C -1.365 1.270 -0.593
C -1.121 -0.083 -0.356
C -1.645 -0.762 0.832
O -1.439 -1.933 1.097
O -2.389 0.037 1.609
C -3.050 -0.531 2.734
C -2.152 -0.631 3.985
O -2.350 0.024 4.973
N -1.164 -1.553 3.822
C -0.195 -1.881 4.743
C 0.821 -2.855 4.522
C 1.531 -2.847 5.686
C 2.715 -3.614 6.143
O 0.987 -1.949 6.524
N -0.080 -1.354 5.935
C -0.370 -0.829 -1.257
C 0.153 -0.254 -2.406
O 0.857 -0.957 -3.348
C 1.299 -2.271 -3.063
C 2.446 -2.307 -2.058
C -0.074 1.113 -2.650
O 0.345 1.839 -3.708
C 1.329 1.367 -4.614
C 1.669 2.529 -5.535
H -2.367 6.066 -1.218
H -0.774 5.765 -1.933
H -2.232 5.341 -2.829
H -1.317 4.041 -0.214
H -2.793 3.612 -1.122
H -1.945 1.828 0.121
H -3.424 -1.529 2.477
H -3.878 0.142 2.958
H -1.112 -2.035 2.923
H 0.976 -3.445 3.644
H 2.468 -4.184 7.036
H 3.526 -2.933 6.395
H 3.042 -4.291 5.360
H -0.227 -1.873 -1.034
H 1.642 -2.644 -4.032
H 0.465 -2.898 -2.729
H 2.781 -3.331 -1.925
H 2.133 -1.910 -1.096
H 3.278 -1.709 -2.424
H 0.941 0.522 -5.193
H 2.220 1.039 -4.068
H 2.053 3.364 -4.955
H 2.419 2.220 -6.258
H 0.778 2.857 -6.061
*
```

- SMILES = CCOc1cc(C(=O)OCC(=O)Nc2cc(C)on2)cc(OCC)c1OCC
- HOMO energy (eV) = -8.278
- LUMO energy (eV) = 0.385
- F_max (eV/Å) = 1.44
- HOMO-LUMO gap (eV) = 8.66

2.
Density functional theory data (ωB97M-V/def2-TZVPD) for an isolated ion of composition C19H24N3O2 and charge +1.

ORCA input file:
```
! wB97M-V def2-TZVPD RIJCOSX def2/J DEFGRID3
* xyz 1 1
C -6.006 -2.267 -0.816
O -5.713 -0.923 -0.504
C -4.475 -0.596 -0.090
C -3.404 -1.482 0.026
C -2.178 -1.027 0.471
C -1.978 0.313 0.783
C -0.674 0.747 1.324
O -0.046 0.068 2.129
N -0.216 1.970 0.918
C 0.985 2.506 1.532
C 2.127 2.579 0.503
N 1.912 1.515 -0.475
C 3.092 1.174 -1.262
C 3.047 -0.282 -1.759
C 2.999 -1.266 -0.637
C 3.692 -2.470 -0.626
C 3.555 -3.325 0.458
C 2.732 -2.966 1.521
C 2.076 -1.753 1.472
N 2.223 -0.961 0.411
C 0.744 1.823 -1.305
C -0.380 2.434 -0.438
C -3.055 1.198 0.677
C -4.282 0.750 0.251
H -5.853 -2.920 0.048
H -5.404 -2.623 -1.658
H -7.057 -2.280 -1.096
H -3.522 -2.526 -0.215
H -1.356 -1.721 0.578
H 0.769 3.502 1.927
H 1.247 1.848 2.363
H 3.084 2.427 1.004
H 2.154 3.563 0.016
H 3.975 1.298 -0.631
H 3.206 1.838 -2.131
H 3.919 -0.473 -2.384
H 2.161 -0.424 -2.385
H 4.327 -2.732 -1.457
H 4.087 -4.264 0.474
H 2.607 -3.616 2.371
H 1.409 -1.395 2.246
H 1.803 0.012 0.359
H 0.389 0.891 -1.754
H 1.005 2.519 -2.115
H -0.318 3.525 -0.435
H -1.350 2.143 -0.835
H -2.932 2.230 0.969
H -5.125 1.418 0.179
*
```

- SMILES = COc1ccc(C(=O)N2CCN(CCc3cccc[nH+]3)CC2)cc1
- HOMO energy (eV) = -11.031
- LUMO energy (eV) = -3.367
- F_max (eV/Å) = 0.71
- HOMO-LUMO gap (eV) = 7.66

3.
Density functional theory data (ωB97M-V/def2-TZVPD) for one molecule with the formula C19H24N4O2 in a non-equilibrium geometry.

ORCA input file:
```
! wB97M-V def2-TZVPD RIJCOSX def2/J DEFGRID3
* xyz 0 1
C 6.871 -3.765 4.930
C 5.450 -3.476 4.608
C 4.312 -3.577 5.363
C 3.247 -3.168 4.538
C 3.805 -2.839 3.323
C 3.234 -2.363 2.100
N 1.970 -2.174 2.030
N 1.368 -1.729 0.904
C 1.870 -1.348 -0.300
O 3.039 -1.363 -0.621
C 0.760 -0.917 -1.262
N -0.367 -0.349 -0.546
C -1.628 -0.376 -1.276
C -1.711 0.695 -2.375
N -1.459 2.037 -1.876
C -2.586 2.621 -1.167
C -3.740 2.843 -2.109
C -3.519 3.461 -3.334
C -4.567 3.676 -4.210
C -5.850 3.280 -3.869
C -6.078 2.666 -2.651
C -5.027 2.445 -1.777
C -0.203 2.070 -1.148
C -0.107 0.999 -0.049
O 5.148 -3.030 3.375
H 6.952 -4.122 5.952
H 7.266 -4.521 4.253
H 7.476 -2.866 4.814
H 4.251 -3.905 6.381
H 2.208 -3.114 4.783
H 3.931 -2.187 1.286
H 0.364 -1.607 1.011
H 0.425 -1.821 -1.782
H 1.214 -0.253 -2.011
H -1.767 -1.369 -1.706
H -2.425 -0.212 -0.543
H -2.696 0.675 -2.844
H -0.960 0.486 -3.144
H -2.925 2.022 -0.306
H -2.254 3.593 -0.783
H -2.515 3.760 -3.592
H -4.384 4.156 -5.160
H -6.670 3.450 -4.552
H -7.076 2.353 -2.380
H -5.211 1.961 -0.828
H -0.071 3.062 -0.710
H 0.598 1.917 -1.879
H 0.884 1.021 0.407
H -0.847 1.205 0.731
*
```

- SMILES = Cc1ccc(/C=N/NC(=O)CN2CCN(Cc3ccccc3)CC2)o1
- HOMO energy (eV) = -7.714
- LUMO energy (eV) = 0.772
- F_max (eV/Å) = 1.64
- HOMO-LUMO gap (eV) = 8.49

4.
Density functional theory data (ωB97M-V/def2-TZVPD) for one molecule with the formula C19H24N4O2 in a non-equilibrium geometry.

ORCA input file:
```
! wB97M-V def2-TZVPD RIJCOSX def2/J DEFGRID3
* xyz 0 1
C -6.892 1.307 1.065
C -5.806 0.849 0.100
C -5.708 -0.673 0.047
C -4.631 -1.147 -0.938
C -3.281 -0.714 -0.503
N -2.521 0.137 -1.101
C -1.390 0.227 -0.320
C -0.232 0.975 -0.463
C 0.740 0.832 0.517
C 2.057 1.535 0.455
O 2.667 1.866 1.452
N 2.523 1.764 -0.804
C 3.941 1.929 -1.017
C 4.583 0.577 -1.390
C 4.074 -0.505 -0.496
C 4.467 -0.773 0.839
C 5.476 -0.046 1.648
N 3.760 -1.769 1.337
N 2.918 -2.145 0.373
C 3.059 -1.407 -0.754
C 2.198 -1.636 -1.945
C 0.551 -0.026 1.609
C -0.593 -0.784 1.760
C -1.556 -0.643 0.778
O -2.769 -1.237 0.643
H -6.949 2.393 1.089
H -6.683 0.953 2.073
H -7.862 0.919 0.761
H -4.845 1.266 0.408
H -6.021 1.231 -0.900
H -5.477 -1.060 1.042
H -6.669 -1.089 -0.261
H -4.813 -0.732 -1.929
H -4.648 -2.238 -0.994
H -0.127 1.658 -1.290
H 2.020 1.338 -1.568
H 4.355 2.298 -0.078
H 4.114 2.667 -1.805
H 5.668 0.664 -1.303
H 4.343 0.335 -2.429
H 5.044 0.893 1.994
H 6.364 0.173 1.057
H 5.749 -0.643 2.513
H 2.267 -2.895 0.537
H 2.612 -1.134 -2.816
H 2.124 -2.701 -2.163
H 1.190 -1.256 -1.769
H 1.344 -0.086 2.339
H -0.734 -1.446 2.598
*
```

- SMILES = CCCCc1nc2cc(C(=O)NCCc3c(C)n[nH]c3C)ccc2o1
- HOMO energy (eV) = -8.728
- LUMO energy (eV) = 0.630
- F_max (eV/Å) = 1.30
- HOMO-LUMO gap (eV) = 9.36

5.
Density functional theory data (ωB97M-V/def2-TZVPD) for one molecule with the formula C19H24N4O3.

ORCA input file:
```
! wB97M-V def2-TZVPD RIJCOSX def2/J DEFGRID3
* xyz 0 1
H 9.947 4.377 0.857
N 10.271 4.178 -0.083
C 9.322 3.806 -0.825
N 9.401 3.463 -2.154
C 8.149 3.119 -2.627
C 7.297 3.224 -1.605
C 5.835 3.009 -1.628
O 5.272 2.933 -2.710
N 5.159 2.956 -0.456
C 5.698 2.691 0.884
C 4.552 1.965 1.595
C 4.591 0.466 1.322
C 3.336 2.669 0.976
N 2.075 2.005 1.204
C 0.895 2.672 1.061
O 0.857 3.842 0.729
C -0.353 1.858 1.319
C -1.355 1.971 0.145
C -1.833 0.621 -0.321
C -2.972 0.036 0.220
C -3.367 -1.230 -0.185
C -2.628 -1.925 -1.130
C -1.484 -1.361 -1.686
C -0.664 -2.116 -2.697
C -1.106 -0.089 -1.271
C 3.710 2.792 -0.504
O 8.000 3.655 -0.478
H 10.254 3.499 -2.679
H 7.960 2.837 -3.646
H 6.594 2.077 0.827
H 5.956 3.622 1.392
H 4.601 2.147 2.669
H 4.509 0.247 0.255
H 5.535 0.050 1.675
H 3.798 -0.073 1.844
H 3.254 3.671 1.402
H 2.064 1.029 1.440
H -0.795 2.247 2.238
H -0.105 0.811 1.501
H -0.874 2.498 -0.680
H -2.206 2.583 0.441
H -3.559 0.579 0.952
H -4.261 -1.676 0.233
H -2.947 -2.910 -1.448
H -0.136 -1.435 -3.364
H 0.084 -2.740 -2.203
H -1.290 -2.771 -3.302
H -0.225 0.370 -1.711
H 3.433 1.889 -1.056
H 3.233 3.639 -0.990
*
```

- SMILES = [H]/N=c1/[nH]cc(C(=O)N2C[C@H](C)[C@H](NC(=O)CCc3cccc(C)c3)C2)o1
- HOMO energy (eV) = -8.294
- LUMO energy (eV) = 0.513
- F_max (eV/Å) = 0.31
- HOMO-LUMO gap (eV) = 8.81

6.
Density functional theory data (ωB97M-V/def2-TZVPD) for one molecule with the formula C19H24N4O3.

ORCA input file:
```
! wB97M-V def2-TZVPD RIJCOSX def2/J DEFGRID3
* xyz 0 1
C 0.757 5.131 -2.425
C 0.775 4.290 -1.231
C 0.791 3.602 -0.249
C 0.793 2.714 0.911
C 1.815 1.572 0.746
N 1.660 0.827 -0.499
C 0.471 0.484 -1.046
O -0.580 0.408 -0.407
C 0.524 0.158 -2.475
N 1.662 0.269 -3.223
C 1.350 -0.092 -4.437
N 0.028 -0.444 -4.526
C -0.713 -0.879 -5.602
C -2.018 -1.164 -5.425
C -2.624 -1.016 -4.136
C -1.898 -0.588 -3.075
C -0.522 -0.289 -3.261
C 1.786 0.689 2.000
O 2.611 0.844 2.885
N 0.781 -0.210 2.053
C 0.565 -1.054 3.223
C 1.543 -2.226 3.192
O 1.315 -3.085 2.084
C -0.898 -1.482 3.241
C -1.275 -2.354 4.431
C -2.773 -2.623 4.486
H 1.708 5.647 -2.553
H 0.574 4.530 -3.316
H -0.029 5.883 -2.357
H 1.063 3.264 1.815
H -0.205 2.301 1.055
H 2.813 2.005 0.724
H 2.412 0.904 -1.168
H 2.010 -0.126 -5.287
H -0.188 -0.966 -6.541
H -2.600 -1.506 -6.268
H -3.673 -1.250 -4.019
H -2.314 -0.459 -2.088
H 0.073 -0.166 1.325
H 0.794 -0.460 4.113
H 2.562 -1.831 3.182
H 1.427 -2.837 4.086
H 1.461 -2.568 1.284
H -1.517 -0.579 3.242
H -1.121 -2.020 2.314
H -0.739 -3.305 4.374
H -0.952 -1.868 5.358
H -3.036 -3.258 5.333
H -3.336 -1.692 4.578
H -3.110 -3.125 3.576
*
```

- SMILES = CC#CC[C@H](NC(=O)c1ncn2ccccc12)C(=O)N[C@H](CO)CCC
- HOMO energy (eV) = -8.318
- LUMO energy (eV) = 0.208
- F_max (eV/Å) = 0.23
- HOMO-LUMO gap (eV) = 8.53

7.
Density functional theory data (ωB97M-V/def2-TZVPD) for one molecule with the formula C19H24N4O4S in a non-equilibrium geometry.

ORCA input file:
```
! wB97M-V def2-TZVPD RIJCOSX def2/J DEFGRID3
* xyz 0 1
C -7.550 -3.118 -0.827
C -7.399 -1.932 0.106
O -6.288 -1.152 -0.340
C -6.039 -0.044 0.386
O -6.675 0.281 1.361
N -5.014 0.685 -0.124
C -4.142 0.247 -1.191
C -2.744 -0.028 -0.629
N -2.256 1.145 0.072
C -1.185 1.804 -0.416
O -0.609 1.456 -1.425
C -0.720 3.017 0.390
S 0.944 3.484 -0.174
C 1.712 2.024 0.315
N 1.202 1.088 1.058
N 2.157 0.152 1.192
C 3.202 0.555 0.536
C 4.469 -0.121 0.407
C 4.662 -1.351 1.031
C 5.879 -1.989 0.905
C 6.918 -1.430 0.168
C 8.227 -2.144 0.050
C 6.724 -0.193 -0.459
C 7.823 0.435 -1.260
C 5.503 0.447 -0.334
O 2.977 1.765 -0.052
C -3.121 1.547 1.156
C -4.526 1.834 0.603
H -8.392 -3.726 -0.509
H -7.722 -2.775 -1.844
H -6.648 -3.724 -0.813
H -8.297 -1.304 0.103
H -7.216 -2.255 1.137
H -4.555 -0.650 -1.649
H -4.082 1.043 -1.941
H -2.042 -0.256 -1.432
H -2.783 -0.866 0.074
H -1.358 3.883 0.212
H -0.650 2.792 1.452
H 3.855 -1.782 1.601
H 6.030 -2.943 1.388
H 8.205 -3.083 0.597
H 9.036 -1.531 0.446
H 8.455 -2.356 -0.994
H 7.501 1.387 -1.675
H 8.701 0.607 -0.638
H 8.121 -0.217 -2.080
H 5.344 1.401 -0.815
H -2.740 2.431 1.661
H -3.182 0.726 1.879
H -5.225 2.041 1.414
H -4.487 2.692 -0.077
*
```

- SMILES = CCOC(=O)N1CCN(C(=O)CSc2nnc(-c3ccc(C)c(C)c3)o2)CC1
- HOMO energy (eV) = -8.120
- LUMO energy (eV) = 0.588
- F_max (eV/Å) = 1.68
- HOMO-LUMO gap (eV) = 8.71

8.
Density functional theory data (ωB97M-V/def2-TZVPD) for C19H24N5O2S3Ti as an isolated structure.

ORCA input file:
```
! wB97M-V def2-TZVPD RIJCOSX def2/J DEFGRID3
* xyz 1 3
Ti 0.050 0.288 -0.229
C 2.658 -2.980 -1.477
C 1.964 -1.672 -1.295
N 0.733 -1.586 -0.787
N 0.026 -2.759 -0.592
C -1.308 -2.703 -0.748
N -1.987 -3.855 -0.625
S -2.079 -1.235 -1.033
C 2.509 -0.410 -1.667
C 3.819 -0.235 -2.163
C 4.222 1.008 -2.565
C 3.331 2.095 -2.468
C 2.091 1.877 -1.936
N 1.667 0.659 -1.521
H 2.066 -3.659 -2.100
H 3.616 -2.878 -1.976
H 2.841 -3.477 -0.519
H 0.524 -3.636 -0.571
H -1.534 -4.753 -0.607
H -2.980 -3.830 -0.783
H 4.496 -1.073 -2.227
H 5.220 1.153 -2.957
H 3.611 3.088 -2.788
H 1.381 2.681 -1.797
C -2.028 0.186 2.318
O -0.886 -0.421 1.690
C 0.045 -1.011 2.604
C 1.230 -0.100 2.728
O 1.735 0.080 1.404
C 2.878 0.955 1.407
H -2.519 -0.560 2.942
H -2.696 0.498 1.520
H -1.721 1.056 2.896
H 0.340 -1.972 2.180
H -0.435 -1.179 3.568
H 2.005 -0.549 3.357
H 0.955 0.873 3.148
H 3.633 0.539 2.075
H 2.586 1.954 1.730
H 3.265 0.997 0.396
S -0.045 2.652 0.938
C -1.015 2.764 -0.477
N -1.112 1.717 -1.269
C -1.820 1.998 -2.440
C -2.028 1.133 -3.510
C -2.753 1.593 -4.593
C -3.264 2.894 -4.621
C -3.045 3.765 -3.571
C -2.310 3.305 -2.482
S -1.837 4.169 -1.050
H -1.632 0.128 -3.495
H -2.928 0.935 -5.433
H -3.833 3.228 -5.478
H -3.430 4.775 -3.599
*
```

- HOMO energy (spin up / spin down) (eV) = -9.108 / -10.426
- LUMO energy (spin up / spin down) (eV) = -2.454 / -3.428
- F_max (eV/Å) = 0.71
- <S²> = 2.02
- HOMO-LUMO gap (spin up / spin down) (eV) = 6.65 / 7.00